{"formula": "C5H6O2", "method": "ωB97M-V/def2-TZVPD", "relative_energy_kcal_mol": 50.4, "molar_mass_g_mol": 98.1, "total_energy_ev": -9374.9092, "largest_force_ev_per_a": 0.522, "homo_lumo_gap_ev": 11.08, "smiles": "C#C[C@@H](C)OC=O", "e_homo_ev": -10.235, "species": ["C", "C", "O", "C", "O", "C", "C", "H", "H", "H", "H", "H", "H"], "positions_angstrom": [[0.5555, 1.6918, 0.4869], [0.3051, 0.1928, 0.6082], [-1.1291, 0.0180, 0.6387], [-1.7608, -0.9601, -0.0433], [-2.9415, -1.1366, 0.0682], [0.9325, -0.6105, -0.4496], [1.2591, -1.3654, -1.3268], [0.3642, 2.0381, -0.5330], [1.5841, 1.9429, 0.7626], [-0.1241, 2.2085, 1.1708], [0.6733, -0.1578, 1.5795], [-1.0999, -1.5506, -0.6964], [1.4781, -2.0610, -2.1062]], "forces_ev_per_a": [[0.0, 0.1, 0.0], [0.1, 0.0, 0.0], [-0.2, 0.0, 0.0], [-0.3, -0.2, 0.0], [0.5, 0.2, 0.0], [0.0, -0.3, -0.3], [0.0, 0.3, 0.3], [0.0, -0.1, 0.2], [-0.1, -0.1, -0.1], [0.1, -0.1, -0.1], [-0.1, 0.0, -0.1], [-0.2, 0.1, 0.2], [0.2, 0.2, 0.1]], "nbo_charge": [-0.608, 0.026, -0.503, 0.636, -0.554, -0.061, -0.194, 0.221, 0.221, 0.232, 0.213, 0.124, 0.245]}


{"formula": "C5H6O2", "method": "ωB97M-V/def2-TZVPD", "relative_energy_kcal_mol": 32.5, "molar_mass_g_mol": 98.1, "total_energy_ev": -9375.6853, "largest_force_ev_per_a": 0.637, "homo_lumo_gap_ev": 10.33, "smiles": "O=C1CO[C@H]2C[C@@H]12", "e_homo_ev": -9.417, "species": ["O", "C", "C", "O", "C", "C", "C", "H", "H", "H", "H", "H", "H"], "positions_angstrom": [[1.2052, 2.1183, 0.5550], [0.7148, 1.0554, 0.2508], [1.4933, -0.2255, -0.0681], [0.6679, -0.9873, -0.9303], [-0.6555, -0.5283, -0.7971], [-1.2374, -0.5752, 0.5668], [-0.7150, 0.7438, -0.0017], [1.7072, -0.7662, 0.8669], [2.4383, -0.0146, -0.5688], [-1.2396, -0.6494, -1.6961], [-0.6557, -1.0631, 1.3457], [-2.3145, -0.6571, 0.6891], [-1.4088, 1.5492, -0.2123]], "forces_ev_per_a": [[-0.3, -0.6, -0.1], [0.3, 0.4, 0.2], [0.2, 0.1, 0.1], [-0.1, 0.0, -0.1], [-0.2, -0.1, 0.0], [0.0, -0.1, 0.1], [0.0, 0.3, 0.0], [0.0, 0.1, -0.1], [-0.1, 0.1, 0.0], [0.0, -0.2, 0.0], [-0.1, 0.1, -0.1], [0.2, 0.1, -0.1], [0.2, -0.1, 0.0]], "nbo_charge": [-0.519, 0.570, -0.186, -0.497, 0.104, -0.428, -0.378, 0.194, 0.220, 0.212, 0.226, 0.236, 0.248]}


{"formula": "C5H6O2", "method": "ωB97M-V/def2-TZVPD", "relative_energy_kcal_mol": 87.7, "molar_mass_g_mol": 98.1, "total_energy_ev": -9373.2925, "largest_force_ev_per_a": 3.656, "homo_lumo_gap_ev": 10.73, "e_homo_ev": -9.744, "species": ["C", "C", "C", "C", "C", "H", "H", "H", "H", "H", "H", "O", "O"], "positions_angstrom": [[-0.0982, 1.0981, 1.1695], [0.9887, 0.3767, 0.4987], [-0.8032, 0.7736, -0.2124], [-0.8977, -0.7807, -0.1781], [0.3667, -1.0952, 0.3737], [0.1051, 2.2201, 1.1536], [-0.5902, 0.7803, 2.0601], [2.0293, 0.3993, 0.6550], [-1.6206, 1.4317, -0.6225], [-1.8898, -1.3690, -0.0241], [0.5046, -1.8174, 1.1804], [0.4918, 0.9366, -0.7640], [0.0236, -1.4216, -1.0248]], "forces_ev_per_a": [[-1.8, 2.8, -0.3], [-1.1, -2.3, -2.1], [-0.5, 0.7, 0.7], [-3.6, -0.3, -0.2], [1.0, 0.4, 0.2], [-0.3, -1.4, 0.4], [0.0, -0.4, 0.9], [1.2, 0.5, 0.3], [1.0, -0.9, 0.2], [1.8, 1.3, 0.0], [0.2, -0.3, -0.7], [1.4, 0.4, -0.6], [0.8, -0.3, 1.4]], "nbo_charge": [-0.419, 0.049, 0.063, 0.009, 0.000, 0.224, 0.202, 0.205, 0.204, 0.199, 0.203, -0.487, -0.451]}


{"formula": "C5H6O2", "method": "ωB97M-V/def2-TZVPD", "relative_energy_kcal_mol": 52.8, "molar_mass_g_mol": 98.1, "total_energy_ev": -9374.8059, "largest_force_ev_per_a": 0.635, "homo_lumo_gap_ev": 10.20, "smiles": "C#CC(=O)[C@@H](C)O", "e_homo_ev": -10.158, "species": ["C", "C", "O", "C", "O", "C", "C", "H", "H", "H", "H", "H", "H"], "positions_angstrom": [[-1.8358, 0.6565, -0.1866], [-0.4605, 0.3215, 0.3527], [-0.5579, -0.8556, 1.1227], [0.5874, 0.1578, -0.7482], [0.5496, 0.7009, -1.8279], [1.7180, -0.6724, -0.3163], [2.6406, -1.2573, 0.1915], [-2.5266, 0.7559, 0.6554], [-2.1966, -0.1394, -0.8455], [-1.8075, 1.5940, -0.7476], [-0.0941, 1.1672, 0.9649], [0.3315, -1.1036, 1.4166], [3.5157, -1.7399, 0.5659]], "forces_ev_per_a": [[0.0, 0.0, -0.1], [-0.1, 0.2, -0.1], [0.1, -0.1, 0.2], [0.0, 0.2, -0.4], [0.0, -0.3, 0.6], [0.5, -0.1, 0.1], [-0.2, 0.3, -0.3], [0.1, 0.0, -0.2], [0.1, 0.1, 0.1], [0.0, -0.2, 0.1], [0.0, -0.1, 0.0], [-0.2, 0.0, 0.0], [-0.1, 0.0, 0.0]], "nbo_charge": [-0.618, 0.013, -0.706, 0.501, -0.478, -0.144, -0.148, 0.224, 0.221, 0.228, 0.182, 0.481, 0.244]}


{"formula": "C5H6O2", "method": "ωB97M-V/def2-TZVPD", "relative_energy_kcal_mol": 34.1, "molar_mass_g_mol": 98.1, "total_energy_ev": -9375.6156, "largest_force_ev_per_a": 0.864, "homo_lumo_gap_ev": 8.88, "smiles": "C=C(C)C(=O)C=O", "e_homo_ev": -9.791, "species": ["C", "C", "C", "C", "C", "O", "O", "H", "H", "H", "H", "H", "H"], "positions_angstrom": [[-1.0749, -0.9340, 0.0275], [1.0792, 0.4997, -0.0156], [-0.4013, 0.4038, 0.0406], [1.8935, -0.7943, -0.1294], [-1.0879, 1.5467, 0.0902], [1.6745, 1.5534, 0.0265], [3.0568, -0.7863, -0.4066], [1.3523, -1.7335, 0.0710], [-0.8287, -1.4834, -0.8789], [-2.1526, -0.8031, 0.0651], [-0.7750, -1.5320, 0.8862], [-0.5729, 2.4923, 0.0935], [-2.1630, 1.5707, 0.1300]], "forces_ev_per_a": [[0.0, 0.0, 0.0], [0.4, 0.8, 0.0], [-0.5, 0.4, 0.1], [0.1, -0.2, 0.1], [0.3, -0.2, 0.0], [-0.1, -0.4, 0.0], [0.0, 0.0, 0.0], [0.1, -0.1, 0.0], [0.0, -0.2, -0.1], [-0.1, 0.0, 0.0], [0.0, -0.1, 0.0], [0.1, 0.1, 0.0], [-0.2, -0.1, 0.0]], "nbo_charge": [-0.642, 0.426, -0.136, 0.335, -0.274, -0.466, -0.437, 0.113, 0.220, 0.226, 0.219, 0.221, 0.195]}


{"formula": "C5H6O2", "method": "ωB97M-V/def2-TZVPD", "relative_energy_kcal_mol": 36.1, "molar_mass_g_mol": 98.1, "total_energy_ev": -9375.5310, "largest_force_ev_per_a": 0.895, "homo_lumo_gap_ev": 10.44, "smiles": "O=C1CO[C@H]2C[C@@H]12", "e_homo_ev": -9.555, "species": ["O", "C", "C", "O", "C", "C", "C", "H", "H", "H", "H", "H", "H"], "positions_angstrom": [[1.2060, 2.0262, 0.7736], [0.7356, 1.0271, 0.2858], [1.5444, -0.2064, -0.1229], [0.6632, -1.0857, -0.7978], [-0.6494, -0.5852, -0.7938], [-1.3010, -0.5376, 0.5249], [-0.6950, 0.7388, -0.0334], [1.9579, -0.6600, 0.7895], [2.3854, 0.0321, -0.7849], [-1.1813, -0.8262, -1.7117], [-0.8524, -0.9811, 1.4022], [-2.3851, -0.4679, 0.5082], [-1.4283, 1.5259, -0.0396]], "forces_ev_per_a": [[-0.2, -0.3, -0.2], [0.0, 0.0, 0.2], [0.1, 0.1, 0.1], [0.0, 0.0, -0.2], [-0.2, 0.1, 0.0], [-0.2, -0.1, 0.3], [0.3, 0.0, 0.1], [-0.1, 0.0, -0.1], [-0.2, 0.2, 0.2], [0.0, 0.2, 0.2], [0.0, -0.3, -0.1], [0.2, -0.2, 0.2], [0.3, 0.4, -0.8]], "nbo_charge": [-0.525, 0.568, -0.182, -0.505, 0.112, -0.417, -0.385, 0.203, 0.215, 0.213, 0.225, 0.226, 0.253]}


{"formula": "C5H6O2", "method": "ωB97M-V/def2-TZVPD", "relative_energy_kcal_mol": 80.1, "molar_mass_g_mol": 98.1, "total_energy_ev": -9373.6231, "largest_force_ev_per_a": 6.060, "homo_lumo_gap_ev": 9.59, "smiles": "O=C1CC=COC1", "e_homo_ev": -9.052, "species": ["C", "C", "C", "C", "C", "H", "H", "H", "H", "H", "H", "O", "O"], "positions_angstrom": [[0.1002, 0.8269, 0.9137], [-0.4872, 1.2913, -0.4173], [-0.1817, -0.6446, -1.4523], [0.2522, -1.2605, -0.2939], [0.5179, -0.5422, 1.0277], [-1.5487, 0.8958, 0.0233], [-0.1828, 2.4547, -0.5076], [-0.1152, -1.1821, -2.5031], [0.2394, -2.3738, -0.3799], [-0.0445, -0.9360, 2.0179], [1.6280, -0.5498, 1.0580], [0.1278, 1.3955, 2.0956], [-0.3055, 0.6250, -1.5822]], "forces_ev_per_a": [[1.0, 2.3, 5.5], [-1.4, 3.0, 3.8], [2.7, -5.4, -0.1], [-2.1, -1.0, -1.7], [-0.3, -3.0, -0.3], [1.2, 1.9, -1.2], [-1.7, -2.7, 0.0], [-0.6, 1.0, 2.5], [0.4, 1.1, 0.3], [1.8, 0.4, -2.4], [-0.5, 0.0, 0.9], [-0.8, -0.5, -5.9], [0.3, 3.0, -1.3]], "nbo_charge": [0.531, -0.171, 0.126, -0.327, -0.555, 0.227, 0.252, 0.208, 0.226, 0.265, 0.261, -0.571, -0.471]}


{"formula": "C5H6O2", "method": "ωB97M-V/def2-TZVPD", "relative_energy_kcal_mol": 45.4, "molar_mass_g_mol": 98.1, "total_energy_ev": -9375.1271, "largest_force_ev_per_a": 2.210, "homo_lumo_gap_ev": 9.76, "e_homo_ev": -9.844, "species": ["O", "C", "C", "C", "C", "C", "O", "H", "H", "H", "H", "H", "H"], "positions_angstrom": [[-2.3137, -0.0196, -1.4685], [-1.9837, -0.3159, -0.4241], [0.3695, -0.1212, 0.0298], [-0.1193, 1.2512, 0.3491], [1.1864, -0.3085, -1.0026], [0.2143, -1.1626, 1.0958], [0.8309, -2.2012, 1.1073], [-1.1984, 1.1762, 0.6313], [0.5444, 1.6210, 1.1473], [-0.0215, 1.9247, -0.5093], [1.8808, -1.1353, -1.0012], [1.2166, 0.4130, -1.8160], [-0.5213, -0.9228, 1.8980]], "forces_ev_per_a": [[0.2, -0.2, 0.8], [-1.6, -0.6, -1.4], [1.3, 0.4, 0.1], [-0.7, 0.1, 0.1], [0.2, -0.1, 0.0], [0.4, -0.2, 0.0], [-0.3, 0.3, 0.0], [1.1, 0.8, 0.4], [-0.6, 0.1, 0.0], [-0.1, -0.1, 0.2], [-0.3, -0.4, -0.4], [0.3, 0.0, 0.2], [0.2, 0.0, -0.2]], "nbo_charge": [-0.502, 0.501, -0.168, -0.645, -0.293, 0.409, -0.511, 0.214, 0.231, 0.227, 0.219, 0.197, 0.120]}